Model a:
{
  "formula": "C3H4N2OS",
  "method": "ωB97M-V with the def2-TZVPD basis set",
  "symbols": ["C", "C", "C", "H", "H", "H", "H", "N", "N", "O", "S"],
  "xyz": [[-0.183, 0.297, 0.309], [-1.298, 0.845, -0.274], [-0.523, -0.476, -1.728], [0.048, -0.611, 2.579], [-2.033, 1.600, 0.154], [-0.330, -1.132, -2.612], [2.197, -0.717, -0.279], [-1.510, 0.356, -1.496], [0.353, -0.480, -0.732], [1.487, -1.268, -0.666], [0.522, 0.492, 1.953]],
  "mulliken_charge": [-0.112, -0.085, -0.016, 0.147, 0.350, 0.345, 0.366, -0.629, 0.325, -0.414, -0.277],
  "smiles": "On1cncc1S",
  "gap_ha": 0.355
}

=====

Model b:
{
  "formula": "C3H4N2OS",
  "method": "ωB97M-V with the def2-TZVPD basis set",
  "symbols": ["C", "C", "C", "H", "H", "H", "H", "N", "N", "O", "S"],
  "xyz": [[0.809, 1.295, 0.056], [0.319, -0.113, 0.046], [-0.785, -0.853, 0.129], [1.904, 1.132, -0.053], [0.560, 1.896, 0.980], [0.321, 1.727, -0.904], [-2.336, 0.816, -0.237], [0.814, -2.199, 0.021], [-0.427, -2.171, 0.054], [1.371, -1.006, -0.089], [-2.551, -0.523, -0.004]],
  "mulliken_charge": [-0.956, 0.713, 0.043, 0.300, 0.271, 0.268, 0.127, -0.199, -0.258, -0.078, -0.230],
  "smiles": "Cc1onnc1S",
  "gap_ha": 0.357
}

=====

What are the relative energies? In hartree: model a 0.0000; model b 0.0123.

=====

Model a:
{
  "formula": "C3H4N2OS",
  "method": "ωB97M-V with the def2-TZVPD basis set",
  "symbols": ["C", "C", "C", "N", "N", "O", "S", "H", "H", "H", "H"],
  "xyz": [[-0.269, 0.779, 0.498], [-0.532, -0.317, 1.428], [0.585, -0.817, -1.366], [0.771, -0.202, 0.780], [1.093, -0.999, -0.230], [-0.001, 1.887, -1.844], [-0.636, 0.674, -1.315], [-0.477, -0.283, 2.423], [-1.064, -1.089, 0.991], [0.642, -1.318, -2.269], [-0.112, 1.685, 0.904]],
  "mulliken_charge": [-0.188, -0.361, -0.086, -0.204, -0.357, -0.560, 0.313, 0.308, 0.258, 0.466, 0.412],
  "gap_ha": 0.354
}

=====

Model b:
{
  "formula": "C3H4N2OS",
  "method": "ωB97M-V with the def2-TZVPD basis set",
  "symbols": ["C", "C", "C", "H", "H", "H", "H", "N", "N", "O", "S"],
  "xyz": [[0.326, 1.613, -0.017], [-0.185, 0.218, 0.011], [0.755, -0.923, -0.066], [1.181, 1.676, -0.801], [-0.474, 2.319, -0.257], [0.693, 1.993, 0.982], [-1.930, -2.122, 0.430], [-1.436, -0.210, -0.086], [-1.361, -1.588, -0.208], [-0.010, -2.043, 0.077], [2.440, -0.933, -0.065]],
  "mulliken_charge": [-1.102, 0.704, 0.175, 0.304, 0.345, 0.271, 0.268, -0.426, -0.071, -0.216, -0.253],
  "smiles": "Cc1n[nH]oc1=S",
  "gap_ha": 0.306
}

=====

Model c:
{
  "formula": "C3H4N2OS",
  "method": "ωB97M-V with the def2-TZVPD basis set",
  "symbols": ["C", "C", "C", "H", "H", "H", "H", "N", "N", "O", "S"],
  "xyz": [[1.282, 1.168, -0.106], [-0.010, 1.530, 0.199], [-0.784, 0.318, -0.124], [1.755, -1.367, 1.241], [2.325, -1.830, -0.135], [2.182, 1.740, 0.128], [-0.378, 2.496, 0.191], [2.376, -0.899, 0.332], [1.469, -0.178, -0.271], [0.188, -0.685, -0.419], [-2.327, -0.382, 0.105]],
  "mulliken_charge": [-0.178, -0.495, 0.204, 0.294, 0.315, 0.358, 0.396, -0.806, 0.551, -0.343, -0.296],
  "smiles": "Nn1ccc(=S)o1",
  "gap_ha": 0.290
}

=====

Model d:
{
  "formula": "C3H4N2OS",
  "method": "ωB97M-V with the def2-TZVPD basis set",
  "symbols": ["C", "C", "C", "H", "H", "H", "H", "N", "N", "O", "S"],
  "xyz": [[-0.192, -0.235, -0.824], [0.370, -1.114, 0.037], [0.510, 0.913, 1.021], [-2.239, -0.304, -1.946], [0.400, -2.200, -0.085], [1.231, -0.804, 2.002], [-0.550, 1.794, -0.584], [0.835, -0.426, 1.148], [-0.093, 0.979, -0.220], [0.626, 1.821, 1.814], [-0.898, -0.424, -2.364]],
  "mulliken_charge": [0.127, -0.306, 0.203, 0.143, 0.404, 0.210, 0.197, -0.042, -0.017, -0.626, -0.292],
  "smiles": "O=c1[nH]cc(S)[nH]1",
  "gap_ha": 0.322
}

=====

What are the relative energies? In hartree: model a 0.1769; model b 0.1089; model c 0.1742; model d 0.0000.

=====

Model a:
{
  "formula": "C3H4N2OS",
  "method": "ωB97M-V with the def2-TZVPD basis set",
  "symbols": ["C", "C", "C", "N", "N", "O", "S", "H", "H", "H", "H"],
  "xyz": [[-0.558, 0.504, 1.844], [-0.696, -0.908, 0.257], [0.990, 0.237, -1.225], [0.333, 0.887, 0.971], [0.121, 0.046, -0.109], [-1.164, -0.588, 1.457], [-1.825, -2.072, -1.536], [-0.944, 0.924, 2.722], [1.940, 0.508, -0.733], [1.145, -0.637, -1.699], [0.658, 1.099, -1.951]],
  "mulliken_charge": [0.046, 0.056, -0.823, -0.660, 0.526, -0.233, -0.304, 0.413, 0.327, 0.408, 0.246],
  "gap_ha": [0.275, 0.275]
}

=====

Model b:
{
  "formula": "C3H4N2OS",
  "method": "ωB97M-V with the def2-TZVPD basis set",
  "symbols": ["C", "C", "C", "H", "H", "H", "H", "N", "N", "O", "S"],
  "xyz": [[-1.005, -1.042, 0.825], [0.995, 0.468, -0.698], [-0.286, 1.246, -0.682], [0.790, -2.007, 1.257], [1.876, 0.713, -1.387], [-0.316, 2.017, -1.485], [-0.283, 1.893, 0.250], [0.387, -1.090, 0.920], [1.258, -0.540, -0.018], [-1.741, -1.750, 1.471], [-1.676, 0.093, -0.453]],
  "mulliken_charge": [0.507, -0.016, -0.455, 0.299, 0.338, 0.323, 0.247, -0.055, -0.539, -0.525, -0.122],
  "smiles": "O=C1NN=CCS1",
  "gap_ha": 0.379
}

=====

What are the relative energies? In hartree: model a 0.1241; model b 0.0000.

=====

Model a:
{
  "formula": "C4H13N3",
  "method": "ωB97M-V with the def2-TZVPD basis set",
  "symbols": ["C", "C", "C", "N", "N", "C", "N", "H", "H", "H", "H", "H", "H", "H", "H", "H", "H", "H", "H", "H"],
  "xyz": [[0.301, -0.676, 1.588], [0.535, 0.583, 0.712], [1.018, 0.307, -0.707], [2.393, -0.183, -0.612], [1.439, -1.549, 1.562], [-2.332, 0.284, -1.136], [-1.602, 1.511, -1.336], [-0.005, -0.319, 2.599], [-0.592, -1.206, 1.163], [-0.408, 1.136, 0.742], [1.289, 1.117, 1.301], [0.305, -0.400, -1.153], [0.982, 1.240, -1.272], [2.387, -0.852, 0.181], [2.723, -0.623, -1.460], [1.259, -2.394, 2.096], [-3.276, 0.375, -0.594], [-2.503, -0.243, -2.081], [-1.691, -0.380, -0.544], [-2.223, 2.273, -1.050]],
  "lowdin_spin": [0.003, 0.013, 0.000, 0.000, 0.006, 0.096, 0.792, 0.000, 0.002, 0.007, 0.001, 0.000, -0.001, 0.000, 0.000, 0.000, -0.002, 0.033, 0.025, 0.026],
  "spin_multiplicity": 2,
  "charge": -1,
  "gap_ha": [0.183, 0.149]
}

=====

Model b:
{
  "formula": "C4H13N3",
  "method": "ωB97M-V with the def2-TZVPD basis set",
  "symbols": ["C", "N", "C", "N", "C", "C", "N", "H", "H", "H", "H", "H", "H", "H", "H", "H", "H", "H", "H", "H"],
  "xyz": [[0.033, 0.320, -0.359], [-1.022, -0.294, 0.437], [-2.140, -0.760, -0.342], [-1.866, -1.914, -1.200], [1.069, 1.004, 0.521], [1.989, -0.019, 1.171], [1.879, 1.885, -0.320], [-0.453, 0.992, -1.073], [0.572, -0.397, -0.986], [-0.604, -1.080, 0.939], [-2.462, 0.091, -0.948], [-2.977, -0.963, 0.332], [-2.653, -2.551, -1.198], [-1.043, -2.418, -0.885], [0.518, 1.541, 1.293], [2.564, 0.445, 1.993], [1.429, -0.800, 1.666], [2.696, -0.339, 0.409], [2.651, 2.270, 0.202], [1.365, 2.573, -0.856]],
  "lowdin_spin": [0.045, 0.028, 0.136, 0.059, 0.055, 0.227, 0.015, 0.004, 0.017, 0.074, 0.006, 0.035, 0.039, 0.067, 0.014, 0.050, 0.073, 0.026, 0.021, 0.010],
  "spin_multiplicity": 2,
  "charge": -1,
  "gap_ha": [0.096, 0.339]
}

=====

Model c:
{
  "formula": "C4H13N3",
  "method": "ωB97M-V with the def2-TZVPD basis set",
  "symbols": ["C", "N", "C", "C", "N", "C", "N", "H", "H", "H", "H", "H", "H", "H", "H", "H", "H", "H", "H", "H"],
  "xyz": [[-1.666, 0.340, -0.036], [-1.409, -1.090, 0.245], [-0.440, 1.150, -0.508], [0.142, 0.465, -1.762], [-0.970, 2.462, -0.730], [2.063, -0.889, 1.300], [0.993, -1.865, 1.381], [-2.380, 0.355, -0.869], [-2.179, 0.886, 0.766], [-0.602, -1.508, 0.754], [-2.299, -1.564, 0.185], [0.270, 1.027, 0.345], [-0.688, 0.503, -2.483], [0.819, 1.190, -2.233], [0.482, -0.560, -1.623], [-0.279, 3.186, -0.934], [2.071, -0.201, 2.162], [3.013, -1.434, 1.245], [1.118, -2.255, 2.327], [1.944, -0.196, 0.467]],
  "lowdin_spin": [0.002, 0.042, 0.000, 0.000, 0.002, 0.094, 0.783, 0.002, 0.001, 0.000, 0.001, 0.000, 0.000, 0.000, 0.000, 0.000, 0.020, 0.035, 0.020, -0.001],
  "spin_multiplicity": 2,
  "charge": -1,
  "gap_ha": [0.170, 0.126]
}

=====

What are the relative energies? In hartree: model a 0.0624; model b 0.0000; model c 0.0830.